[1]
This record from the Open Molecules 2025 dataset describes a structure of composition C26H42BrClF12InO11S. The level of theory is ωB97M-V/def2-TZVPD.

HOMO-LUMO gap: 0.2553 Eh
lowest unoccupied orbital energy: 1.7 eV
calculated total energy: -181353.668 eV
total charge: -1
HOMO level: -0.19330 Ha

```
95
C26H42BrClF12InO11S ωB97M-V/def2-TZVPD
C 1.25 3.67 -1.85
C 0.30 4.88 -1.83
C 1.00 6.09 -2.46
C -1.06 4.56 -2.47
C -2.05 5.72 -2.30
C -0.96 4.17 -3.95
O -2.22 3.74 -4.39
In -2.23 3.20 -6.40
Br -2.78 0.66 -6.61
C -0.18 3.36 -7.16
C -0.06 2.80 -8.57
C 1.36 2.80 -9.17
C 1.82 4.03 -9.96
S 1.46 5.61 -9.25
O 2.28 5.85 -8.11
O 0.06 5.89 -9.25
Cl 2.27 6.79 -10.78
H 2.08 3.81 -1.16
H 1.66 3.53 -2.86
H 0.72 2.75 -1.60
H 0.11 5.13 -0.78
H 1.93 6.30 -1.93
H 0.37 6.98 -2.44
H 1.26 5.88 -3.50
H -1.47 3.69 -1.94
H -2.08 6.33 -3.20
H -1.77 6.37 -1.47
H -3.06 5.36 -2.12
H -0.62 5.07 -4.50
H -0.20 3.39 -4.08
H -3.43 4.15 -7.24
H 0.50 2.80 -6.50
H 0.12 4.41 -7.10
H -0.38 1.75 -8.55
H -0.74 3.32 -9.25
H 1.44 1.98 -9.88
H 2.09 2.60 -8.37
H 2.91 4.05 -10.04
H 1.41 4.06 -10.97
C 7.48 3.87 1.78
C 6.74 3.52 0.51
O 5.65 2.61 0.79
C 4.53 3.17 1.22
O 4.32 4.33 1.43
C 3.44 2.08 1.38
F 3.91 1.00 2.02
F 2.99 1.71 0.18
F 2.41 2.57 2.08
H 7.84 2.97 2.27
H 8.34 4.50 1.54
H 6.84 4.42 2.47
H 7.37 2.99 -0.19
H 6.34 4.41 0.02
C 0.75 1.33 4.60
C -0.55 0.66 4.21
O -0.95 -0.30 5.22
C -1.58 0.18 6.27
O -1.87 1.31 6.51
C -1.98 -0.99 7.21
F -0.97 -1.86 7.36
F -3.02 -1.66 6.69
F -2.33 -0.54 8.41
H 1.53 0.58 4.76
H 1.08 1.99 3.79
H 0.64 1.92 5.50
H -0.45 0.08 3.30
H -1.35 1.39 4.08
C -3.03 -5.66 6.48
C -1.75 -4.89 6.32
O -0.63 -5.78 6.06
C -0.48 -6.16 4.81
O -1.15 -5.85 3.86
C 0.74 -7.11 4.68
F 0.76 -8.01 5.66
F 1.87 -6.39 4.74
F 0.71 -7.75 3.52
H -2.94 -6.41 7.27
H -3.84 -4.98 6.74
H -3.31 -6.17 5.55
H -1.47 -4.37 7.23
H -1.81 -4.16 5.51
C -2.26 -8.44 1.96
C -3.57 -9.04 1.52
O -4.04 -10.02 2.48
C -4.65 -9.54 3.55
O -4.87 -8.40 3.82
C -5.12 -10.71 4.45
F -4.17 -11.64 4.59
F -6.20 -11.29 3.91
F -5.44 -10.26 5.66
H -1.51 -9.22 2.13
H -1.88 -7.76 1.20
H -2.38 -7.87 2.88
H -3.47 -9.60 0.59
H -4.34 -8.28 1.39
```

[2]
This record from the Open Molecules 2025 dataset describes a structure of composition C26H42BrIrN3OP2 at a distorted geometry. The level of theory is ωB97M-V/def2-TZVPD.

HOMO-LUMO gap (alpha / beta): 0.2263 / 0.1830 Eh
lowest unoccupied orbital energy (alpha / beta): -12.5 / -15.0 eV
calculated total energy: -125570.944 eV
relative energy (zero: lowest compared OMol25 entry of this formula, charge and spin): 298.6 kJ/mol
total charge: +4
HOMO level (alpha / beta): -0.68409 / -0.73409 Ha
spin multiplicity: 6

```
76
C26H42BrIrN3OP2 ωB97M-V/def2-TZVPD
C -1.80 -2.71 -4.65
C -0.85 -1.80 -4.13
C 0.36 -1.62 -4.84
C 0.57 -2.36 -6.03
N -0.36 -3.18 -6.51
C -1.49 -3.38 -5.85
C -0.99 -1.20 -2.80
C -0.86 -1.64 -1.56
C 0.09 -2.21 -0.63
C 0.71 -1.11 -0.05
C 1.07 -1.05 1.35
C 1.20 -2.48 1.95
C 0.93 -3.59 1.17
C 0.30 -3.49 -0.09
Ir -1.03 0.28 -1.58
P -2.08 1.29 0.08
H 1.13 -0.94 -4.48
H -2.75 -2.88 -4.14
H 1.51 -2.26 -6.58
H -2.20 -4.11 -6.27
H -0.06 -4.37 -0.61
H 0.79 -0.12 -0.64
H 1.18 -4.57 1.54
H 0.39 -0.40 1.92
C -1.91 1.25 1.89
C -1.84 2.58 2.63
H -1.03 0.64 2.14
H -2.78 0.66 2.24
H -2.07 2.43 3.69
H -0.83 3.02 2.59
H -2.55 3.33 2.26
C -1.24 2.71 -0.68
C -1.16 2.66 -2.19
H -0.24 2.83 -0.23
H -1.84 3.57 -0.36
H -0.36 3.36 -2.48
H -0.89 1.69 -2.70
H -2.09 3.02 -2.66
C -3.86 1.54 -0.23
C -4.43 2.86 0.29
H -4.33 0.67 0.26
H -3.99 1.43 -1.31
H -5.47 2.92 -0.04
H -4.43 2.92 1.38
H -3.91 3.74 -0.12
Br 1.54 -2.68 3.70
P 2.47 0.14 1.15
C 2.07 1.91 1.15
C 3.13 2.82 1.80
H 1.10 2.03 1.65
H 1.91 2.21 0.10
H 2.88 3.87 1.63
H 3.18 2.67 2.89
H 4.14 2.65 1.39
C 3.50 -0.11 2.66
C 5.02 -0.21 2.57
H 3.12 -1.05 3.07
H 3.21 0.66 3.39
H 5.43 -0.44 3.56
H 5.35 -1.01 1.90
H 5.50 0.73 2.26
C 3.56 -0.24 -0.25
C 4.65 0.79 -0.58
H 2.91 -0.39 -1.11
H 4.01 -1.21 -0.01
H 5.13 0.50 -1.52
H 4.25 1.81 -0.72
H 5.44 0.82 0.19
N -4.14 -1.07 2.39
C -3.48 -1.92 1.50
N -2.60 -2.80 2.12
O -3.58 -1.81 0.28
H -4.25 -1.39 3.35
H -4.99 -0.69 1.98
H -2.18 -3.48 1.51
H -2.76 -3.06 3.08
```

Q: What is the total charge in the first record?
A: -1

Q: What is the calculated total energy in the second record?
A: -125570.944 eV

Q: calculated total energy of number 1 (C26H42BrClF12InO11S)?
A: -181353.668 eV

Q: Which of these has the lowest calculated total energy?
A: C26H42BrClF12InO11S